Entry 1:
Molecular formula: C33H23N6O6Yb
Method: DFT, the ωB97M-V functional and the def2-TZVPD basis

```
69
Properties=species:S:1:pos:R:3:nbo_charge:R:1
Yb -0.21 -1.36 -0.33 1.81
O -4.51 -0.54 -0.01 -0.55
C -3.40 -0.96 -0.24 0.65
N -2.27 -0.88 0.54 -0.82
C -2.20 0.05 1.55 0.65
O -2.96 0.95 1.82 -0.56
C -0.93 -0.10 2.38 0.13
C -0.70 0.78 3.42 -0.21
C 0.44 0.61 4.18 -0.14
C 1.31 -0.42 3.88 -0.24
C 1.02 -1.24 2.80 0.07
N -0.08 -1.09 2.06 -0.50
C -3.19 -1.77 -1.51 0.15
C -4.29 -2.12 -2.26 -0.21
C -4.10 -2.84 -3.42 -0.15
C -2.81 -3.19 -3.79 -0.25
C -1.76 -2.80 -2.99 0.07
N -1.94 -2.10 -1.86 -0.50
H -1.42 1.56 3.60 0.26
H 0.66 1.29 5.00 0.22
H 2.22 -0.59 4.45 0.22
H 1.70 -2.03 2.50 0.23
H -5.27 -1.80 -1.92 0.25
H -4.95 -3.13 -4.04 0.22
H -2.61 -3.76 -4.70 0.22
H -0.74 -3.04 -3.24 0.23
O 2.10 -2.47 0.20 -0.59
C 1.42 -3.04 -0.66 0.69
O 0.99 -2.50 -1.74 -0.72
C 0.68 -4.28 -0.23 0.14
C 1.08 -5.60 -0.26 -0.23
C 0.19 -6.54 0.24 -0.14
C -1.03 -6.13 0.75 -0.26
C -1.34 -4.78 0.75 0.08
N -0.50 -3.87 0.27 -0.47
H 2.04 -5.87 -0.66 0.23
H 0.45 -7.59 0.23 0.22
H -1.74 -6.85 1.15 0.23
H -2.28 -4.41 1.14 0.21
O -2.18 1.83 -2.56 -0.59
C -1.21 1.82 -1.84 0.80
N -0.57 2.93 -1.33 -0.64
C 0.67 2.60 -0.65 -0.04
C 0.51 1.08 -0.67 0.68
O 1.22 0.26 -0.03 -0.72
N -0.54 0.68 -1.36 -0.71
C 0.72 3.12 0.80 -0.04
C -0.34 3.86 1.31 -0.20
C -0.30 4.33 2.62 -0.21
C 0.79 4.05 3.43 -0.22
C 1.84 3.30 2.92 -0.23
C 1.81 2.83 1.62 -0.15
C 1.91 3.04 -1.43 0.07
C 1.94 4.32 -1.99 -0.22
C 3.06 4.77 -2.67 -0.20
C 4.17 3.94 -2.81 -0.22
C 4.15 2.67 -2.26 -0.19
C 3.03 2.22 -1.57 -0.24
H -0.79 3.84 -1.68 0.41
H -1.21 4.05 0.70 0.23
H -1.14 4.90 3.01 0.22
H 0.82 4.42 4.45 0.21
H 2.70 3.07 3.55 0.21
H 2.63 2.24 1.23 0.22
H 1.10 4.99 -1.88 0.20
H 3.07 5.76 -3.10 0.22
H 5.05 4.29 -3.35 0.22
H 5.01 2.01 -2.37 0.21
H 3.03 1.22 -1.14 0.24
```

Values from the calculation:
- Lowest unoccupied orbital energy (alpha / beta): 0.063 / 0.056 eV
- Charge: 0
- Multiplicity: 2
- Gap between HOMO and LUMO (alpha / beta): 9.040 / 9.032 eV

Entry 2:
Molecular formula: C4H5I2NO
Method: DFT, the ωB97M-V functional and the def2-TZVPD basis

```
13
Properties=species:S:1:pos:R:3:nbo_charge:R:1
C -0.77 -0.42 -0.97 0.70
C 0.70 -0.10 -1.43 -0.66
C 0.11 0.14 1.16 -0.12
C 1.59 -0.12 -0.24 -0.41
N -0.99 -0.21 0.36 -0.67
O -1.63 -0.78 -1.69 -0.58
I 2.82 1.64 -0.04 0.17
I 2.59 -1.91 0.05 0.24
H 0.76 -0.88 -2.30 0.28
H 0.50 0.93 -1.96 0.27
H 0.34 -0.46 2.03 0.19
H 0.10 1.14 1.52 0.18
H -1.87 0.05 0.74 0.42
```

Values from the calculation:
- Lowest unoccupied orbital energy: -0.261 eV
- Charge: 0
- Gap between HOMO and LUMO: 9.165 eV
- ΔE to the lowest compared entry with this formula, charge and spin: 1.334 eV

Entry 3:
Molecular formula: C2H5NOS
Method: DFT, the ωB97M-V functional and the def2-TZVPD basis

```
10
Properties=species:S:1:pos:R:3:nbo_charge:R:1
C 0.61 0.43 -0.13 0.45
C 1.51 -0.69 0.08 -0.75
N 0.59 1.68 -0.18 -0.62
O -2.84 0.25 0.15 -0.86
S -1.75 -0.58 -0.68 0.11
H 0.96 -1.54 -0.25 0.26
H 2.45 -0.45 -0.62 0.25
H 1.86 -0.82 1.12 0.26
H -0.35 2.00 -0.38 0.40
H -3.06 -0.29 0.91 0.48
```

Values from the calculation:
- Lowest unoccupied orbital energy (alpha / beta): -0.172 / -0.171 eV
- Charge: 0
- Gap between HOMO and LUMO (alpha / beta): 7.781 / 7.783 eV
- ΔE to the lowest compared entry with this formula, charge and spin: 3.785 eV

Entry 4:
Molecular formula: C3H8NO2
Method: DFT, the ωB97M-V functional and the def2-TZVPD basis

```
14
Properties=species:S:1:pos:R:3:nbo_charge:R:1
C 0.42 1.14 -1.40 -0.12
C -0.03 0.85 -0.07 0.70
C -1.61 -0.89 0.40 -0.42
N -0.79 0.25 0.75 -0.47
O 0.76 1.85 -0.16 -0.35
O 1.80 -0.67 0.47 -0.98
H 1.22 0.57 -1.83 0.25
H -0.22 1.69 -2.08 0.24
H -1.17 -1.80 0.81 0.24
H -2.61 -0.77 0.83 0.24
H -1.69 -0.99 -0.68 0.23
H 2.53 -0.13 0.78 0.50
H -0.74 0.48 1.74 0.45
H 2.13 -1.57 0.43 0.50
```

Values from the calculation:
- Lowest unoccupied orbital energy: -3.289 eV
- Charge: +1
- Gap between HOMO and LUMO: 12.843 eV
- ΔE to the lowest compared entry with this formula, charge and spin: 2.605 eV